[1]
C5H9NO2 | ωB97M-V/def2-TZVPD

Output
Orbital gap, hartree: 0.3555
E_HOMO, Ha: -0.3272
Charge: 0
SMILES: C=C(O)CC(=C)NO

Structure (XYZ):
```
17
Properties=species:S:1:pos:R:3:forces:R:3:nbo_charge:R:1
C 1.266692 0.689056 2.299198 -0.2 -0.3 -0.5 -0.54
C 0.985009 0.759743 0.988785 0.2 -0.7 0.6 0.35
O 1.141771 1.938071 0.293230 -0.2 -0.4 -0.1 -0.69
C 0.593725 -0.510728 0.157179 0.2 2.2 0.7 -0.49
C -0.515688 -0.312100 -0.838724 -0.6 -0.1 -0.7 0.13
C -1.318306 0.734523 -1.054944 0.6 -0.4 0.2 -0.39
N -0.616322 -1.523755 -1.661758 1.3 0.6 -0.3 -0.38
O -1.876480 -2.152006 -1.594998 -0.7 0.0 0.5 -0.57
H 1.190619 -0.251082 2.835960 -0.1 0.2 -0.1 0.21
H 1.645629 1.537065 2.858423 -0.1 0.1 -0.1 0.19
H 1.356551 2.651247 0.918319 0.0 -0.4 -0.2 0.48
H 0.290958 -1.301059 0.855247 0.3 0.2 -0.1 0.23
H 1.507197 -0.820866 -0.363056 -0.3 -0.2 -0.1 0.24
H -1.235993 1.655909 -0.492250 0.0 -0.1 0.1 0.21
H -2.058871 0.704854 -1.848689 0.1 -0.1 0.1 0.21
H -0.491896 -1.226093 -2.635870 -0.4 -0.4 0.4 0.35
H -1.864595 -2.572779 -0.716051 0.0 0.0 -0.6 0.46
```
Positions in Å, forces in eV/Å.

=====

[2]
C9H18Cl2HoN2O2P | ωB97M-V/def2-TZVPD

Output
Spin multiplicity: 5
Orbital gap (alpha / beta), hartree: 0.3107 / 0.3132
E_HOMO (alpha / beta), Ha: -0.5858 / -0.5861
Charge: +2

Structure (XYZ):
```
35
Properties=species:S:1:pos:R:3:forces:R:3:nbo_charge:R:1
C -0.135011 -3.981267 -3.949400 -0.5 -0.3 -0.1 -0.76
C 0.136746 -3.022583 -2.860237 -0.9 0.8 1.1 0.63
H -1.202863 -4.190144 -4.082161 0.2 0.4 0.2 0.29
H 0.361176 -4.928961 -3.702405 0.1 0.2 -0.1 0.30
H 0.272650 -3.619976 -4.906369 0.1 0.0 0.3 0.31
O -0.695593 -2.352911 -2.194644 1.9 -1.6 -1.6 -0.66
Cl 1.856066 -2.877921 -2.399803 -1.2 0.0 -0.2 0.11
Ho 0.185107 -1.156165 -0.435797 1.1 1.1 0.6 1.69
P -0.035396 1.507388 -1.553029 1.1 0.9 -0.8 0.82
C -1.340395 2.770864 -1.648352 -0.6 0.0 0.3 -0.94
C 1.395278 2.630816 -1.402523 0.2 -0.4 0.2 -0.92
H 0.799346 0.184189 -3.460989 0.0 0.4 0.0 0.24
H 0.153684 1.822954 -3.913923 -0.1 -0.5 0.0 0.27
H -0.951033 0.431688 -3.535706 0.2 0.3 -0.1 0.25
C 0.001695 0.925509 -3.292007 0.0 -0.2 0.0 -0.94
H 2.328802 2.062533 -1.339789 -0.1 0.2 -0.2 0.27
H 1.388721 3.315042 -2.263848 0.1 -0.1 0.4 0.25
H -1.104460 3.490741 -2.458978 -0.1 -0.4 0.5 0.27
H -1.399998 3.289252 -0.679828 0.1 0.0 -0.3 0.26
H 1.293162 3.178302 -0.457078 0.0 0.0 -0.3 0.26
H -2.326204 2.318606 -1.819705 0.2 0.2 -0.2 0.25
C -1.846060 0.307781 -0.001253 -4.4 1.0 3.6 0.47
O -2.668303 0.829227 0.637886 3.6 -1.7 -3.0 -0.38
Cl 2.572872 -0.595842 -0.086948 -0.6 0.0 -0.1 -0.54
C 1.192818 -0.757067 5.066218 1.0 -0.5 -0.2 -0.41
N 0.103005 -0.274089 4.183124 -0.2 -0.1 -0.7 -0.43
C -0.957857 0.621542 4.742773 -0.3 0.1 -0.9 -0.40
C 0.024996 -0.663936 2.941461 -0.3 -0.8 -0.4 0.72
N -0.094761 -1.101427 1.843935 0.1 1.0 1.8 -0.69
H 0.929008 -0.512586 6.104488 0.1 -0.1 -0.5 0.24
H 2.170366 -0.316891 4.792481 -0.6 0.2 0.2 0.23
H 1.343303 -1.847367 4.951619 -0.4 0.5 0.2 0.23
H -0.878588 1.627799 4.305285 0.3 -0.2 0.4 0.22
H -1.946658 0.249760 4.438476 0.3 -0.1 0.4 0.23
H -0.859317 0.636238 5.830726 0.0 0.0 -0.4 0.25
```
Positions in Å, forces in eV/Å.

=====

[3]
C5H6ClN2O | ωB97M-V/def2-TZVPD

Output
Orbital gap, hartree: 0.4013
E_HOMO, Ha: -0.5229
Charge: +1

Structure (XYZ):
```
15
Properties=species:S:1:pos:R:3:forces:R:3:nbo_charge:R:1
C 0.137421 -1.603027 -0.776569 0.2 -1.0 0.6 -0.08
C -1.570177 -0.515288 0.184271 -2.3 -2.7 -0.7 0.24
C 0.586226 -0.446797 -0.292402 3.2 2.7 0.0 0.01
C 2.300874 0.614469 -0.369931 -5.3 -1.3 -1.5 0.53
C -0.397217 1.559528 0.747285 -0.1 -0.1 -1.5 -0.40
N -1.153135 -1.675555 -0.415246 -2.1 1.5 0.6 -0.45
N -0.506610 0.192467 0.263106 2.4 1.9 0.0 -0.30
O 2.197342 1.536784 -1.070873 1.1 0.1 0.2 -0.42
Cl 3.300390 -0.104713 0.659189 2.0 -0.5 1.2 0.22
H 0.553543 -2.498318 -1.160987 0.8 -0.2 -0.6 0.26
H -2.638985 -0.261542 0.462912 1.8 -0.4 -0.3 0.27
H -1.020424 2.162788 0.107238 -0.4 0.4 0.2 0.24
H -0.670098 1.571671 1.751531 -0.5 0.4 1.7 0.23
H 0.609469 1.892345 0.590614 0.2 0.1 0.3 0.23
H -1.728616 -2.424809 -0.680131 -1.1 -0.9 -0.2 0.44
```
Positions in Å, forces in eV/Å.

=====

[4]
C14H29ClO6S4TaTm | ωB97M-V/def2-TZVPD

Output
Spin multiplicity: 3
Orbital gap (alpha / beta), hartree: 0.1347 / 0.1311
E_HOMO (alpha / beta), Ha: -0.4668 / -0.4665
Charge: +2

Structure (XYZ):
```
56
Properties=species:S:1:pos:R:3:forces:R:3:nbo_charge:R:1
C -0.569027 3.082390 0.737034 0.8 -0.1 -1.2 -0.67
C 0.329793 2.866356 2.046800 -2.5 0.0 0.9 0.06
C -0.612805 2.185105 3.187122 2.3 1.2 0.7 -0.09
O -0.990584 0.812390 2.879892 -2.4 0.3 -1.8 -0.55
C -2.393586 0.669806 2.715937 -1.7 1.3 4.0 0.78
O -3.106435 0.952900 3.718335 2.3 -1.2 -4.3 -0.52
C -3.133107 0.190877 1.382260 -0.5 0.7 0.2 -0.61
S -2.623502 -1.494447 0.770834 1.2 0.4 0.1 -0.19
Ta -0.148906 -1.623580 0.228602 -0.6 1.6 -0.4 1.65
C -0.389222 -3.922066 -0.025705 0.6 -1.7 -0.5 -1.04
C 0.850384 -4.795076 0.502363 -0.3 1.2 -0.1 -0.32
C 1.419685 -4.368676 1.956597 0.5 -1.0 -0.9 -0.57
S 0.128448 -4.414805 3.331288 -0.2 -1.2 -0.5 -0.04
C -0.448145 -1.219708 -2.029844 -0.5 1.3 -3.3 -0.63
C -1.566825 -0.071385 -2.301473 0.2 -1.1 0.3 -0.44
C -1.176468 0.787023 -3.624845 -0.6 0.7 0.6 -0.43
C -0.977543 2.362346 -3.263210 -1.1 -0.6 -0.6 -0.62
S 0.686312 2.994401 -3.819620 4.3 3.3 3.9 1.94
O 0.895213 4.423771 -3.353689 -1.9 -4.0 -2.0 -0.84
O 1.812616 2.154398 -3.289067 -3.4 0.6 -2.0 -0.88
Cl 0.726054 2.974771 -5.905700 -0.4 -0.3 1.2 -0.16
O 1.449823 1.972842 1.833470 1.3 1.8 -1.4 -0.53
C 2.506992 2.607947 1.140302 1.2 1.8 -1.1 0.79
O 2.611508 3.827192 0.912670 -1.1 -4.0 1.1 -0.55
C 3.664098 1.624671 0.579049 0.3 0.4 0.6 -0.61
S 3.067124 0.616541 -0.877587 0.7 0.3 -0.2 -0.08
H -0.443833 4.126695 0.260115 -0.2 -1.6 1.0 0.26
H -1.679810 2.861121 0.897450 1.6 0.5 0.0 0.20
H -0.201364 2.343955 -0.075341 -0.5 1.0 1.3 0.21
H 0.661761 3.862994 2.499678 -0.3 -1.4 -0.8 0.24
H 0.063451 2.127788 4.121569 -1.3 0.0 -1.3 0.21
H -1.495415 2.876515 3.380456 1.1 -1.1 -0.2 0.22
H -3.078170 0.957593 0.523471 0.4 -1.1 1.4 0.26
H -4.254203 0.119215 1.642276 1.9 0.0 -0.2 0.29
H 0.169657 -1.843864 2.065711 -0.1 0.1 -0.6 -0.13
H 0.118189 0.203583 0.538278 0.0 -1.1 0.0 -0.29
H 1.695689 -1.777121 -0.041651 -0.8 -0.4 0.5 -0.33
H -1.411357 -4.243810 0.388143 1.3 0.3 -0.3 0.22
H -0.446358 -4.108724 -1.167174 0.0 0.3 1.7 0.27
H 0.481344 -5.900907 0.591059 2.6 4.0 -3.5 -0.09
H 1.709145 -4.807482 -0.267378 -1.4 0.0 1.3 0.30
H 1.987463 -3.378934 1.974313 -1.1 -1.2 -0.3 0.32
H 2.195599 -5.178179 2.253168 -1.1 1.3 -0.1 0.23
H -1.139528 -4.152043 2.821797 1.2 0.3 -0.3 0.19
H 0.546752 -0.778440 -2.434636 -0.9 -0.8 1.5 0.29
H -0.646319 -2.172744 -2.654295 0.1 1.2 1.4 0.25
H -2.558171 -0.646712 -2.432494 1.4 1.2 0.3 0.24
H -1.641233 0.597681 -1.375206 0.0 -0.8 -1.4 0.23
H -0.217385 0.403111 -4.109164 -1.5 0.4 0.5 0.25
H -2.094460 0.726483 -4.313257 1.7 -0.1 0.7 0.25
H -1.763633 3.011792 -3.805477 1.4 -1.0 0.8 0.28
H -1.088012 2.527121 -2.128521 0.7 0.1 -1.8 0.27
H 4.044813 0.895042 1.365838 -0.7 1.1 -0.9 0.24
H 4.537392 2.279238 0.228588 -1.5 -0.9 0.7 0.28
H 4.038272 0.830581 -1.867405 -0.8 0.2 1.3 0.18
Tm -0.102171 -6.957533 1.688272 -1.8 -2.4 3.9 1.81
```
Positions in Å, forces in eV/Å.

=====

[5]
ClIO | ωB97M-V/def2-TZVPD

Output
Orbital gap, hartree: 0.2835
E_HOMO, Ha: -0.3581
Charge: 0

Structure (XYZ):
```
3
Properties=species:S:1:pos:R:3:forces:R:3:nbo_charge:R:1
O 1.029703 0.090071 -1.260705 -2.5 0.3 1.8 -0.68
Cl -0.417435 0.341534 -0.437984 2.4 0.3 -3.1 0.47
I -0.612269 -0.431604 1.698689 0.1 -0.6 1.3 0.21
```
Positions in Å, forces in eV/Å.

=====

[6]
C4H2Cl6 | ωB97M-V/def2-TZVPD

Output
Orbital gap, hartree: 0.3804
E_HOMO, Ha: -0.3853
Charge: 0
SMILES: C=C(C(Cl)(Cl)Cl)C(Cl)(Cl)Cl

Structure (XYZ):
```
12
Properties=species:S:1:pos:R:3:forces:R:3:nbo_charge:R:1
C 0.350345 -0.244371 1.561044 -1.7 0.6 -2.4 -0.28
C 0.044989 -0.051054 0.231504 -0.6 -0.2 2.1 -0.18
C 1.135438 -0.205048 -0.824492 0.2 -0.1 -0.3 -0.11
Cl 1.497987 -1.938993 -1.080199 -0.1 0.1 0.1 0.03
Cl 2.604746 0.597182 -0.223425 0.2 0.0 -0.1 0.03
Cl 0.796506 0.491883 -2.439854 0.3 -0.1 0.3 0.04
C -1.383287 0.363441 -0.233479 0.0 -0.2 0.4 -0.07
Cl -2.610516 0.213354 1.122596 0.8 0.1 -0.9 0.01
Cl -2.006983 -0.649912 -1.612070 0.3 0.3 1.0 0.03
Cl -1.352152 2.073899 -0.749380 -0.2 -0.2 0.3 0.04
H 1.297391 -0.590422 1.892060 0.8 0.0 -0.1 0.22
H -0.374465 -0.059959 2.355695 0.0 -0.2 -0.5 0.23
```
Positions in Å, forces in eV/Å.

=====

For the records above, the corresponding M values read 115.1, 453.1, 145.6, 807.0, 178.4, 262.8 g mol⁻¹.